[1]
{
  "formula": "C38H35F9GeN3OPd",
  "method": "the ωB97M-V functional and the def2-TZVPD basis",
  "lumo_ev": [4.76, 4.76],
  "energy_ev": -130947.497,
  "total_charge": -2,
  "orbital_gap_ev": [5.6606, 5.9732],
  "molar_mass_g_mol": 899.7,
  "relative_energy_kj_mol": 2.1,
  "spin_multiplicity": 2,
  "species": ["Pd", "C", "N", "C", "C", "C", "C", "C", "C", "C", "N", "C", "C", "C", "C", "C", "C", "N", "C", "C", "H", "H", "H", "H", "H", "H", "H", "H", "H", "H", "H", "H", "H", "H", "H", "H", "H", "H", "H", "H", "C", "C", "C", "C", "C", "C", "Ge", "C", "C", "C", "C", "C", "C", "C", "C", "C", "C", "C", "C", "H", "H", "H", "H", "H", "H", "H", "H", "H", "H", "H", "H", "H", "H", "H", "F", "C", "F", "F", "C", "O", "C", "F", "F", "F", "C", "F", "F", "F"],
  "xyz": [[-0.316, -0.207, 0.540], [1.901, 0.276, -1.622], [2.166, 0.991, -0.385], [3.389, 0.561, 0.246], [1.950, 2.389, -0.502], [3.001, 3.271, -0.671], [2.804, 4.641, -0.851], [1.500, 5.105, -0.911], [0.428, 4.244, -0.728], [0.598, 2.865, -0.455], [-0.402, 1.979, -0.222], [-1.693, 2.361, 0.063], [-2.065, 3.475, 0.831], [-3.385, 3.719, 1.188], [-4.390, 2.858, 0.787], [-4.052, 1.732, 0.036], [-2.740, 1.470, -0.323], [-2.366, 0.272, -0.991], [-1.891, 0.449, -2.353], [-3.282, -0.842, -0.889], [2.705, 0.444, -2.364], [0.959, 0.620, -2.044], [1.808, -0.793, -1.427], [4.284, 0.678, -0.395], [3.294, -0.500, 0.488], [3.540, 1.115, 1.174], [4.012, 2.878, -0.661], [3.648, 5.311, -0.962], [1.303, 6.157, -1.093], [-0.577, 4.640, -0.781], [-1.285, 4.120, 1.213], [-3.615, 4.575, 1.814], [-5.422, 3.035, 1.070], [-4.828, 1.036, -0.256], [-2.728, 0.643, -3.047], [-1.372, -0.462, -2.663], [-1.196, 1.284, -2.390], [-4.197, -0.705, -1.493], [-3.560, -0.993, 0.154], [-2.761, -1.735, -1.230], [3.576, 2.976, 3.932], [3.632, 1.737, 4.557], [2.645, 0.785, 4.314], [1.588, 1.038, 3.439], [1.551, 2.296, 2.829], [2.524, 3.257, 3.067], [0.121, -0.236, 2.924], [-1.315, 0.519, 4.102], [-2.543, 0.887, 3.555], [-3.544, 1.460, 4.334], [-3.333, 1.674, 5.688], [-2.112, 1.322, 6.255], [-1.119, 0.757, 5.466], [0.662, -1.860, 3.963], [-0.140, -2.467, 4.929], [0.244, -3.644, 5.565], [1.453, -4.246, 5.248], [2.269, -3.662, 4.285], [1.871, -2.492, 3.653], [4.350, 3.715, 4.110], [4.448, 1.509, 5.235], [2.710, -0.177, 4.812], [0.750, 2.509, 2.128], [2.476, 4.210, 2.551], [-2.707, 0.742, 2.490], [-4.481, 1.753, 3.874], [-4.109, 2.123, 6.299], [-1.934, 1.496, 7.312], [-0.164, 0.501, 5.917], [-1.090, -2.012, 5.192], [-0.407, -4.095, 6.307], [1.754, -5.166, 5.737], [3.210, -4.130, 4.015], [2.509, -2.067, 2.885], [1.953, -2.952, 0.404], [1.409, -3.753, -0.508], [2.084, -3.551, -1.660], [1.674, -5.026, -0.132], [-0.123, -3.442, -0.694], [-0.367, -2.152, -0.746], [-0.893, -4.137, 0.486], [-0.291, -3.915, 1.658], [-2.139, -3.666, 0.579], [-0.999, -5.487, 0.348], [-0.580, -4.129, -2.035], [-1.924, -4.244, -2.079], [-0.225, -3.398, -3.096], [-0.083, -5.371, -2.238]],
  "lowdin_spin": [0.78, 0.00, 0.00, 0.00, 0.00, 0.00, 0.00, 0.00, 0.00, 0.00, 0.04, 0.01, 0.00, 0.00, 0.00, 0.00, 0.00, 0.01, 0.00, 0.00, 0.00, 0.00, 0.00, 0.00, 0.00, 0.00, 0.00, 0.00, 0.00, 0.00, 0.00, 0.00, 0.00, 0.00, 0.00, 0.00, 0.00, 0.00, 0.00, 0.00, 0.00, 0.00, 0.00, 0.00, 0.00, 0.00, 0.04, 0.01, 0.00, 0.00, 0.00, 0.00, 0.00, 0.01, 0.00, 0.00, 0.00, 0.00, 0.00, 0.00, 0.00, 0.00, 0.00, 0.00, 0.00, 0.00, 0.00, 0.00, 0.00, 0.00, 0.00, 0.00, 0.00, 0.00, 0.00, 0.00, 0.00, 0.00, 0.00, 0.04, 0.00, 0.00, 0.00, 0.00, 0.00, 0.00, 0.00, 0.00]
}

[2]
{
  "formula": "C38H35Li3N7O7",
  "method": "the ωB97M-V functional and the def2-TZVPD basis",
  "lumo_ev": -4.53,
  "energy_ev": -65337.010,
  "total_charge": 1,
  "orbital_gap_ev": 3.5001,
  "molar_mass_g_mol": 722.6,
  "species": ["Li", "Li", "Li", "C", "O", "O", "O", "C", "C", "C", "C", "C", "C", "N", "O", "O", "H", "H", "H", "H", "H", "C", "C", "C", "C", "C", "C", "N", "O", "O", "H", "H", "H", "H", "H", "N", "C", "C", "C", "C", "C", "H", "H", "H", "H", "H", "N", "C", "C", "C", "C", "C", "H", "H", "H", "H", "H", "N", "C", "C", "C", "C", "C", "H", "H", "H", "H", "H", "N", "C", "C", "C", "C", "C", "H", "H", "H", "H", "H", "N", "C", "C", "C", "C", "C", "H", "H", "H", "H", "H"],
  "xyz": [[-1.647, -2.221, 3.799], [0.839, 1.678, 0.456], [0.401, -5.581, 3.228], [0.613, -1.558, 1.527], [-0.347, -0.790, 1.620], [1.654, -1.090, 1.085], [0.595, -2.684, 2.020], [-3.225, -4.609, -2.399], [-1.876, -4.308, -2.530], [-1.146, -4.428, -3.731], [-1.829, -4.763, -4.919], [-3.224, -5.033, -4.837], [-3.917, -4.935, -3.601], [-1.177, -4.804, -6.297], [0.045, -4.998, -6.430], [-1.925, -4.607, -7.265], [-3.682, -4.479, -1.429], [-1.395, -4.033, -1.603], [-0.077, -4.389, -3.876], [-3.730, -5.426, -5.706], [-4.962, -5.178, -3.476], [5.082, -1.970, -3.542], [3.839, -1.578, -4.038], [3.695, -1.754, -5.422], [4.603, -2.516, -6.207], [5.850, -2.836, -5.620], [6.105, -2.486, -4.325], [4.452, -2.676, -7.618], [3.490, -2.145, -8.193], [5.197, -3.399, -8.289], [5.195, -1.726, -2.496], [2.989, -1.211, -3.482], [2.773, -1.450, -5.895], [6.673, -3.274, -6.165], [7.129, -2.636, -4.018], [0.050, 1.836, -2.694], [0.574, 2.713, -3.628], [0.301, 2.624, -4.994], [-0.626, 1.699, -5.500], [-1.144, 0.823, -4.568], [-0.844, 0.936, -3.185], [1.313, 3.391, -3.228], [0.842, 3.338, -5.597], [-0.849, 1.702, -6.557], [-1.810, 0.025, -4.864], [-1.239, 0.201, -2.500], [-5.006, -1.306, 4.042], [-5.850, -2.044, 4.758], [-7.184, -1.742, 4.881], [-7.716, -0.600, 4.254], [-6.800, 0.214, 3.556], [-5.497, -0.147, 3.525], [-5.353, -2.853, 5.273], [-7.810, -2.463, 5.385], [-8.730, -0.243, 4.357], [-7.101, 1.148, 3.104], [-4.795, 0.464, 2.977], [-1.227, 3.947, 1.889], [-2.223, 4.725, 1.332], [-3.292, 5.249, 2.078], [-3.401, 4.866, 3.407], [-2.352, 4.098, 3.993], [-1.235, 3.671, 3.196], [-2.166, 4.863, 0.263], [-3.999, 5.875, 1.554], [-4.250, 5.186, 3.995], [-2.435, 3.758, 5.015], [-0.494, 3.011, 3.621], [3.694, 3.684, 0.815], [4.860, 3.050, 1.182], [6.121, 3.606, 0.982], [6.248, 4.853, 0.415], [5.103, 5.572, 0.080], [3.882, 4.940, 0.261], [4.824, 2.099, 1.694], [6.962, 3.065, 1.390], [7.218, 5.305, 0.264], [5.057, 6.560, -0.353], [3.020, 5.419, -0.180], [-0.055, -0.564, 6.502], [-0.673, 0.030, 7.510], [-0.050, 0.702, 8.529], [1.339, 0.830, 8.537], [2.033, 0.334, 7.400], [1.302, -0.398, 6.429], [-1.752, 0.058, 7.497], [-0.559, 1.189, 9.347], [1.885, 1.315, 9.333], [3.101, 0.201, 7.309], [1.732, -0.923, 5.589]],
  "lowdin_charge": [0.74, 0.76, 0.88, -1.22, -0.16, -0.09, -0.16, -0.07, -0.08, 0.00, -0.11, 0.00, -0.05, -0.31, 0.06, 0.06, 0.10, 0.10, 0.11, 0.11, 0.10, -0.07, -0.05, 0.01, -0.13, -0.01, -0.08, -0.34, 0.06, 0.06, 0.10, 0.11, 0.11, 0.12, 0.11, 0.03, -0.14, -0.07, -0.06, -0.07, -0.13, 0.09, 0.10, 0.11, 0.10, 0.10, 0.03, -0.18, -0.07, -0.03, -0.07, -0.15, 0.10, 0.10, 0.11, 0.11, 0.11, 0.02, -0.12, -0.08, -0.07, -0.05, -0.14, 0.10, 0.10, 0.10, 0.09, 0.10, 0.04, -0.13, -0.08, -0.07, -0.07, -0.15, 0.10, 0.10, 0.11, 0.10, 0.09, 0.03, -0.19, -0.08, -0.05, -0.05, -0.12, 0.10, 0.10, 0.11, 0.10, 0.10]
}

[3]
{
  "formula": "C38H35MnN3O2",
  "method": "the ωB97M-V functional and the def2-TZVPD basis",
  "lumo_ev": [-3.85, -3.27],
  "energy_ev": -79856.531,
  "total_charge": 1,
  "orbital_gap_ev": [7.4431, 8.0274],
  "molar_mass_g_mol": 620.7,
  "spin_multiplicity": 5,
  "species": ["Mn", "O", "C", "C", "C", "C", "C", "C", "C", "C", "C", "O", "C", "C", "C", "C", "C", "C", "C", "C", "C", "C", "C", "C", "N", "C", "C", "C", "C", "C", "C", "C", "C", "C", "C", "C", "C", "H", "H", "H", "H", "H", "H", "H", "H", "H", "H", "H", "H", "H", "H", "H", "H", "H", "H", "H", "H", "H", "H", "H", "H", "H", "H", "H", "C", "C", "C", "C", "N", "N", "C", "H", "H", "H", "H", "H", "H", "H", "H"],
  "xyz": [[-0.548, -0.200, -0.235], [-0.532, 1.099, -1.421], [0.466, 1.672, -2.169], [1.249, 0.533, -2.887], [1.986, -0.385, -1.963], [3.355, -0.551, -2.148], [4.020, -1.552, -1.466], [3.283, -2.372, -0.633], [1.933, -2.108, -0.420], [1.158, -3.005, 0.498], [0.367, -2.216, 1.584], [-0.652, -1.536, 0.940], [-0.267, -3.224, 2.547], [-1.368, -3.947, 2.102], [-2.025, -4.824, 2.945], [-1.571, -5.001, 4.240], [-0.463, -4.303, 4.682], [0.186, -3.410, 3.845], [1.240, -1.203, 2.332], [2.616, -1.330, 2.485], [3.325, -0.396, 3.223], [2.673, 0.656, 3.841], [1.306, 0.802, 3.680], [0.597, -0.112, 2.918], [1.299, -1.104, -1.056], [-0.188, 2.632, -3.166], [-0.799, 3.762, -2.635], [-1.505, 4.631, -3.446], [-1.599, 4.390, -4.806], [-0.981, 3.276, -5.344], [-0.282, 2.398, -4.530], [1.457, 2.432, -1.283], [2.362, 3.322, -1.851], [3.288, 3.973, -1.057], [3.321, 3.747, 0.308], [2.415, 2.872, 0.884], [1.485, 2.225, 0.090], [1.948, 0.967, -3.599], [0.509, -0.069, -3.424], [3.872, 0.085, -2.849], [5.079, -1.709, -1.598], [3.743, -3.224, -0.160], [1.807, -3.743, 0.970], [0.407, -3.540, -0.092], [-1.714, -3.824, 1.083], [-2.883, -5.372, 2.589], [-2.078, -5.688, 4.898], [-0.101, -4.451, 5.687], [1.040, -2.857, 4.207], [3.158, -2.152, 2.046], [4.394, -0.501, 3.323], [3.227, 1.353, 4.452], [0.785, 1.618, 4.158], [-0.480, -0.005, 2.809], [-0.730, 3.947, -1.573], [-1.976, 5.498, -3.007], [-2.150, 5.064, -5.444], [-1.042, 3.078, -6.404], [0.168, 1.530, -4.987], [2.336, 3.520, -2.911], [3.984, 4.665, -1.504], [4.039, 4.267, 0.921], [2.427, 2.700, 1.950], [0.734, 1.560, 0.574], [-5.449, -2.401, 0.305], [-4.577, -1.228, 0.055], [-4.847, 0.058, -0.376], [-3.614, 0.717, -0.446], [-2.639, -0.125, -0.087], [-3.243, -1.295, 0.210], [-3.358, 2.132, -0.810], [-6.497, -2.129, 0.221], [-5.270, -2.809, 1.300], [-5.241, -3.189, -0.420], [-5.804, 0.474, -0.608], [-2.694, -2.035, 0.637], [-4.201, 2.755, -0.519], [-3.217, 2.231, -1.885], [-2.453, 2.484, -0.317]],
  "lowdin_spin": [3.73, 0.11, 0.01, 0.00, 0.00, 0.00, 0.00, 0.00, 0.00, 0.00, 0.01, 0.09, 0.00, 0.00, 0.00, 0.00, 0.00, 0.00, 0.00, 0.00, 0.00, 0.00, 0.00, 0.00, -0.02, 0.00, 0.00, 0.00, 0.00, 0.00, 0.00, 0.01, 0.00, 0.00, 0.00, 0.00, 0.01, 0.00, 0.00, 0.00, 0.00, 0.00, 0.00, 0.00, 0.00, 0.00, 0.00, 0.00, 0.00, 0.00, 0.00, 0.00, 0.00, 0.00, 0.00, 0.00, 0.00, 0.00, 0.00, 0.00, 0.00, 0.00, 0.00, 0.00, 0.00, 0.01, 0.00, 0.01, -0.01, 0.00, 0.00, 0.00, 0.00, 0.00, 0.00, 0.00, 0.00, 0.00, 0.00]
}

Values of F_max, in order: 0.0033, 0.1398, 0.0283, all in hartree/bohr.